w:
DFT (ωB97M-V/def2-TZVPD) results for the molecule C5H7FO2.

Summary:
SMILES = CC(=O)/C(F)=C(/C)O
HOMO = -8.84 eV
HOMO-LUMO gap = 9.321 eV
Multiplicity = 1

Positions of all 15 atoms, in Å:
F1 0.18 1.67 0.08
O1 -1.11 -1.55 0.58
O2 1.33 -1.66 0.24
C1 2.50 0.48 -0.19
C2 -2.59 0.16 -0.15
C3 -1.18 -0.28 0.20
C4 1.33 -0.44 0.10
C5 0.03 0.35 0.19
H1 -2.70 1.10 -0.76
H2 2.90 0.84 0.78
H3 3.30 -0.04 -0.67
H4 2.35 1.39 -0.89
H5 -0.15 -1.73 0.33
H6 -3.00 -0.71 -0.60
H7 -3.19 0.42 0.75

x:
DFT (ωB97M-V/def2-TZVPD) results for a structure of composition C5H7FO2.

Summary:
HOMO = -8.68 eV
HOMO-LUMO gap = 9.547 eV
Multiplicity = 1

Positions of all 15 atoms, in Å:
F1 0.18 -1.62 0.17
O1 -1.87 1.56 -0.05
O2 1.35 1.82 0.31
C1 2.58 -0.11 -0.12
C2 -2.62 -0.74 0.01
C3 -1.69 0.42 0.05
C4 1.25 0.48 0.09
C5 0.16 -0.24 0.22
H1 0.59 2.43 0.14
H2 3.44 0.34 0.30
H3 -3.57 -0.61 0.50
H4 2.70 -1.12 0.12
H5 2.56 -0.08 -1.18
H6 -2.11 -1.65 0.45
H7 -2.92 -0.90 -0.99

If we sort the structures by their calculated energies, the order from most to least stable is w, x.

w:
DFT (ωB97M-V/def2-TZVPD) results for a cluster of 6 separate species, C4H23N2O5 in total.

Summary:
Net charge = +1
HOMO = -13.43 eV
HOMO-LUMO gap = 10.890 eV
Multiplicity = 1

Positions of all 34 atoms, in Å:
O1 0.21 1.31 3.61
O2 0.87 4.23 1.20
O3 2.39 1.87 1.34
O4 0.13 -4.21 -2.65
O5 -3.30 -0.65 0.25
N1 -0.99 -1.51 -1.13
N2 -1.58 1.03 -1.90
C1 -0.65 0.89 -0.75
C2 1.83 -2.04 -0.05
C3 0.11 -0.43 -0.95
C4 0.98 -0.80 0.23
H1 -1.23 -1.95 -0.25
H2 2.65 2.66 0.86
H3 0.69 0.74 4.22
H4 0.55 -0.47 -1.94
H5 -1.24 0.80 0.15
H6 -0.55 -2.21 -1.72
H7 0.08 1.68 -0.77
H8 1.04 -4.45 -2.86
H9 0.23 4.56 1.85
H10 -0.20 -5.07 -2.37
H11 0.59 1.33 2.74
H12 2.52 -2.24 0.77
H13 1.69 2.22 1.91
H14 -2.42 1.52 -1.60
H15 1.66 0.05 0.34
H16 -1.80 -1.17 -1.64
H17 2.48 -1.87 -0.91
H18 -3.68 -1.35 0.80
H19 1.57 4.87 1.41
H20 1.25 -2.95 -0.18
H21 0.34 -0.92 1.11
H22 -1.18 1.72 -2.55
H23 -3.39 0.10 0.85

x:
DFT (ωB97M-V/def2-TZVPD) results for a cluster of 6 separate species, C4H23N2O5 in total.

Summary:
Net charge = +1
HOMO = -12.85 eV
HOMO-LUMO gap = 10.510 eV
Multiplicity = 1

Positions of all 34 atoms, in Å:
O1 -0.53 1.12 -3.86
O2 0.40 -2.37 3.02
O3 -2.30 -1.08 1.86
O4 -0.03 0.35 3.08
O5 -3.63 -1.32 -0.56
N1 1.20 1.92 1.18
N2 -0.35 0.74 -0.87
C1 2.08 0.74 -0.92
C2 0.79 -1.31 -1.75
C3 0.85 -0.14 -0.75
C4 2.34 1.78 0.22
H1 -0.53 1.04 -1.82
H2 0.75 -0.57 0.24
H3 1.21 2.77 1.74
H4 -1.25 1.15 -4.49
H5 0.11 -2.69 3.89
H6 0.13 -0.61 3.25
H7 0.33 1.87 0.58
H8 1.99 1.28 -1.86
H9 0.12 1.77 -4.15
H10 -0.38 -2.55 2.46
H11 1.14 1.11 1.80
H12 2.53 2.76 -0.21
H13 0.22 -1.01 -2.61
H14 -4.54 -1.15 -0.81
H15 3.21 1.54 0.80
H16 -3.39 -2.11 -1.07
H17 3.01 0.17 -0.93
H18 -1.14 0.20 -0.51
H19 1.81 -1.58 -2.02
H20 -2.82 -0.97 1.04
H21 -0.88 0.30 2.63
H22 -2.77 -1.00 2.69
H23 0.30 -2.17 -1.29

If we sort the structures by their calculated energies, the order from most to least stable is x, w.

w:
DFT (ωB97M-V/def2-TZVPD) results for a cluster of 3 separate species, C3H7O2 in total.

Summary:
Net charge = -1
HOMO = -2.47 eV
HOMO-LUMO gap = 6.652 eV
Multiplicity = 1

Positions of all 12 atoms, in Å:
O1 -0.16 0.55 1.31
O2 1.63 3.82 1.39
C1 0.05 -0.93 -0.54
C2 0.68 3.11 1.18
C3 -0.36 -0.56 0.71
H1 -0.61 -3.84 -2.50
H2 0.39 2.76 0.19
H3 -0.12 -1.95 -0.86
H4 0.03 2.75 1.99
H5 -1.13 -4.16 -2.94
H6 -0.85 -1.35 1.31
H7 0.45 -0.21 -1.25

x:
DFT (ωB97M-V/def2-TZVPD) results for the ion C3H7O2 with charge -1.

Summary:
SMILES = CO[C@@H](C)[O-]
Net charge = -1
HOMO = -3.06 eV
HOMO-LUMO gap = 7.698 eV
Multiplicity = 1

Positions of all 12 atoms, in Å:
O1 0.51 0.00 -0.94
O2 -0.23 -0.69 1.30
C1 -1.75 0.38 -0.23
C2 1.85 0.07 -0.61
C3 -0.39 0.22 0.45
H1 -2.53 0.52 0.50
H2 2.20 1.10 -0.42
H3 2.47 -0.34 -1.41
H4 -1.94 -0.52 -0.82
H5 -1.69 1.22 -0.93
H6 2.08 -0.51 0.30
H7 0.03 1.24 0.68

y:
DFT (ωB97M-V/def2-TZVPD) results for a cluster of 3 separate species, C3H7O2 in total.

Summary:
Net charge = -1
HOMO = -1.55 eV
HOMO-LUMO gap = 5.724 eV
Multiplicity = 1

Positions of all 12 atoms, in Å:
O1 2.07 1.45 -0.14
O2 -2.17 -0.46 -0.47
C1 1.07 0.79 -0.29
C2 -1.92 -1.04 0.61
C3 -1.59 -0.45 1.86
H1 -2.20 -0.42 2.75
H2 -0.66 0.06 2.08
H3 3.05 0.40 -3.13
H4 0.14 0.70 0.30
H5 -2.03 -2.15 0.60
H6 3.32 1.09 -3.07
H7 0.94 0.03 -1.09

If we sort the structures by their calculated energies, the order from most to least stable is x, w, y.

w:
DFT (ωB97M-V/def2-TZVPD) results for a structure of composition C2H6NO3.

Summary:
Net charge = -1
HOMO = -4.11 eV
HOMO-LUMO gap = 8.070 eV
Multiplicity = 1

Positions of all 12 atoms, in Å:
O1 0.78 -0.98 -1.92
O2 -0.68 2.68 0.05
O3 -1.76 -2.16 1.42
N1 0.40 0.67 0.27
C1 1.42 -0.39 -1.00
C2 -0.39 1.58 -0.46
H1 -0.91 1.19 -1.38
H2 -1.82 -1.57 2.21
H3 0.25 0.95 1.22
H4 -1.31 -1.46 0.81
H5 2.15 0.45 -1.21
H6 1.87 -0.97 -0.02

x:
DFT (ωB97M-V/def2-TZVPD) results for a cluster of 3 separate species, C2H6NO3 in total.

Summary:
Net charge = -1
HOMO = -3.85 eV
HOMO-LUMO gap = 7.702 eV
Multiplicity = 1

Positions of all 12 atoms, in Å:
O1 0.30 -1.33 -0.34
O2 0.66 2.05 -3.02
O3 -1.95 -1.89 2.31
N1 1.57 0.48 0.42
C1 0.71 -0.50 0.52
C2 0.29 1.49 -1.99
H1 -0.52 1.95 -1.40
H2 0.53 -0.89 1.56
H3 -1.21 -1.51 1.81
H4 1.68 0.90 -0.49
H5 0.45 0.41 -1.98
H6 -2.51 -1.17 2.61

If we sort the structures by their calculated energies, the order from most to least stable is x, w.

w:
DFT (ωB97M-V/def2-TZVPD) results for a cluster of 2 separate species, C2H6NO3 in total.

Summary:
Net charge = -1
HOMO = -3.87 eV
HOMO-LUMO gap = 8.014 eV
Multiplicity = 1

Positions of all 12 atoms, in Å:
O1 -0.19 -2.18 -1.48
O2 -0.07 2.20 -0.09
O3 0.86 0.28 -0.83
N1 0.05 -0.71 1.81
C1 -0.73 0.19 0.97
C2 0.13 0.97 -0.09
H1 -1.35 -0.42 0.30
H2 -1.38 0.86 1.53
H3 0.77 -0.17 2.27
H4 -0.47 -2.05 -2.40
H5 0.59 -1.28 1.17
H6 0.22 -1.27 -1.42

x:
DFT (ωB97M-V/def2-TZVPD) results for a cluster of 2 separate species, C2H6NO3 in total.

Summary:
Net charge = -1
HOMO = -4.43 eV
HOMO-LUMO gap = 8.432 eV
Multiplicity = 1

Positions of all 12 atoms, in Å:
O1 -0.68 -0.29 -2.54
O2 -1.07 0.47 -0.47
O3 -2.03 1.22 2.02
N1 1.50 0.00 0.33
C1 1.02 -0.61 -0.94
C2 -0.38 -0.09 -1.35
H1 -1.65 0.63 2.68
H2 1.56 -0.72 1.04
H3 1.73 -0.40 -1.74
H4 0.71 0.58 0.63
H5 0.96 -1.69 -0.84
H6 -1.67 0.88 1.17

If we sort the structures by their calculated energies, the order from most to least stable is x, w.

w:
DFT (ωB97M-V/def2-TZVPD) results for a cluster of 2 separate species, C2H3OPS2 in total.

Summary:
HOMO (spin up / spin down) = -8.81 / -8.76 eV
HOMO-LUMO gap (spin up / spin down) = 7.638 / 7.489 eV
Multiplicity = 1

Positions of all 9 atoms, in Å:
S1 -1.75 0.38 0.88
S2 -0.99 2.04 -0.11
P1 -1.90 -1.08 -0.67
O1 -2.44 -2.29 -0.01
C1 0.57 1.94 -0.55
C2 1.58 -0.22 0.10
H1 1.39 -0.01 1.08
H2 1.16 -1.06 -0.54
H3 2.38 0.30 -0.19

x:
DFT (ωB97M-V/def2-TZVPD) results for a cluster of 2 separate species, C2H3OPS2 in total.

Summary:
HOMO = -9.60 eV
HOMO-LUMO gap = 8.026 eV
Multiplicity = 1

Positions of all 9 atoms, in Å:
S1 1.36 2.06 -0.19
S2 1.58 -1.14 1.26
P1 1.24 0.11 -0.12
O1 -1.46 0.54 2.01
C1 -0.01 -1.11 -2.51
C2 0.50 -0.68 -1.50
H1 -0.62 1.10 2.05
H2 -2.29 0.75 2.39
H3 -0.31 -1.62 -3.39

y:
DFT (ωB97M-V/def2-TZVPD) results for the molecule C2H3OPS2.

Summary:
SMILES = C#C[P@](O)(=S)S
HOMO = -9.28 eV
HOMO-LUMO gap = 9.561 eV
Multiplicity = 1

Positions of all 9 atoms, in Å:
S1 -2.08 -1.35 -0.86
S2 -0.72 1.98 -0.72
P1 -0.78 -0.21 -0.05
O1 -0.83 -0.17 1.47
C1 2.13 -0.97 -0.57
C2 1.04 -0.54 -0.32
H1 -1.79 2.40 0.07
H2 -0.03 0.28 1.74
H3 3.07 -1.42 -0.77

If we sort the structures by their calculated energies, the order from most to least stable is y, x, w.